Molecular formula: C5H13NO
Method: DFT, ωB97M-V/def2-TZVPD

```
20
Properties=species:S:1:pos:R:3:forces:R:3
C 0.51580 1.65558 0.38514 -0.11 0.40 0.08
C 0.78304 0.63841 -0.42579 0.90 -0.37 0.43
C 1.81925 0.79670 -1.51972 -0.17 0.15 -0.21
C 0.27884 -0.75988 -0.12913 0.06 0.34 -0.08
C -1.05741 -1.10828 -0.77995 -0.27 0.27 -0.15
N -2.13121 -0.20536 -0.37213 -0.11 -0.19 0.39
H 0.89763 2.65382 0.18954 0.12 -0.12 -0.02
H -0.05638 1.56934 1.30418 -0.15 -0.20 -0.17
H 2.39020 -0.11551 -1.70444 -0.38 -0.15 -0.08
H 2.58005 1.52164 -1.24748 -0.11 0.34 0.11
H 1.35892 1.14221 -2.44682 0.09 -0.18 -0.17
H 0.24209 -0.84461 0.95941 -0.25 -0.23 -0.07
H 0.99881 -1.48173 -0.50536 0.20 -0.13 0.11
H -0.95206 -1.08763 -1.86969 0.17 -0.03 -0.02
H -1.33296 -2.13141 -0.51598 0.11 -0.08 0.04
H -1.76051 0.61534 0.08707 -0.02 0.11 -0.23
H -2.69646 0.08704 -1.15383 -0.01 0.09 0.03
O -0.32228 -0.76516 3.36673 -0.17 -0.06 -0.06
H -1.16517 -0.45191 3.01066 0.15 -0.16 0.08
H -0.39018 -1.72863 3.36761 -0.05 0.21 0.00
```
Forces are in eV/Å.

Output
- Frontier orbital gap: 0.3642 Ha
- Charge: 0
- Electronic energy: -328.2679 Ha
- LUMO energy: 0.0324 hartree
- SMILES: C=C(C)CCN.O
- 2S+1: 1


Molecular formula: C14H42NO12
Method: DFT, ωB97M-V/def2-TZVPD

```
69
Properties=species:S:1:pos:R:3:forces:R:3
O 12.38329 -0.79141 9.77811 -0.95 -0.48 0.10
H 11.46277 -1.13201 9.86033 0.88 0.37 -0.21
C 14.98902 -2.84771 10.47510 0.37 0.64 -0.27
C 15.80143 -3.69098 11.42039 -0.88 1.49 2.51
O 15.19864 -3.46439 12.72052 -0.43 -0.64 0.14
O 13.58120 -3.17306 10.54691 1.17 0.50 -0.65
H 15.53441 -2.91725 9.53512 -0.88 -0.38 -1.03
H 15.15401 -1.78467 10.72162 -0.30 -0.27 0.36
H 16.82400 -3.29922 11.60874 -0.39 -0.15 -0.88
H 15.87664 -4.74652 11.18784 -0.31 -0.34 -0.22
H 14.24330 -3.21241 12.62319 1.13 -0.19 -0.14
H 13.07274 -2.34832 10.27642 0.63 -0.42 0.16
C 13.48130 1.99841 10.07390 -0.54 1.50 -0.77
C 13.27925 1.90598 11.58006 -0.16 0.77 -1.64
O 12.87041 0.67342 12.04605 0.03 -0.33 1.35
O 12.30515 1.75971 9.31381 -0.22 -0.79 0.25
H 14.27357 1.35982 9.68184 0.22 -0.20 0.33
H 13.77730 3.06785 9.85509 -0.12 -0.97 0.29
H 12.53605 2.63768 11.86426 -0.22 0.50 0.11
H 14.23720 2.23387 11.90309 0.99 0.01 1.28
H 12.73162 0.09090 11.29869 -0.09 -1.07 -1.25
H 12.23174 0.73423 9.35466 -0.09 0.59 -0.11
C 13.08066 -2.61816 6.86244 -0.24 -0.02 0.45
C 12.02126 -2.18991 5.87597 1.02 0.80 0.62
O 11.06147 -1.42504 6.55322 -0.55 0.66 0.19
O 13.68814 -1.45329 7.41385 -0.40 -0.33 -0.09
H 13.91963 -3.14097 6.39363 -0.46 -0.57 0.04
H 12.47636 -3.18916 7.58588 1.00 -0.20 0.40
H 11.46086 -2.98197 5.43189 0.08 -0.69 -0.67
H 12.61886 -1.57022 5.22783 -0.36 0.30 -1.29
H 11.53528 -0.67328 6.93467 -0.08 -0.07 0.12
H 13.20018 -1.22838 8.23151 -0.05 0.17 0.46
C 11.57273 -2.20470 12.94913 -0.30 0.82 0.78
C 10.48163 -1.87943 13.97830 0.23 0.96 -2.54
O 10.28357 -0.47339 14.10270 0.02 -0.42 0.34
O 12.84640 -1.81134 13.40777 0.26 0.35 0.03
H 11.28536 -1.63785 12.05040 0.25 -0.64 -0.28
H 11.65793 -3.28029 12.83461 -0.38 -0.16 -0.55
H 10.85159 -2.20792 14.88028 0.32 -0.91 2.31
H 9.58076 -2.38615 13.63357 -0.35 -0.13 0.34
H 10.22287 -0.11745 13.21492 -0.18 0.32 -0.36
H 12.97142 -0.86510 13.21777 0.00 -0.16 0.03
C 9.13040 1.20961 9.90089 0.38 0.17 1.20
C 8.78179 2.70647 9.99381 1.01 -0.38 -1.68
O 9.90812 3.61043 10.10398 0.29 -1.74 -0.07
O 9.76104 0.74595 11.11688 -3.74 -0.62 -0.16
H 9.73258 0.88919 9.06892 0.63 0.51 -0.57
H 8.20402 0.66183 9.71820 -0.20 -0.03 0.59
H 8.06449 2.79449 10.80486 0.13 0.55 0.12
H 8.35388 2.95102 9.00622 -0.66 -0.08 0.43
H 10.65293 3.09174 9.68674 -0.54 0.79 0.62
H 10.66481 0.88135 11.08366 3.05 0.65 -0.41
C 12.00962 4.56528 14.64679 0.59 0.33 1.50
C 12.18208 3.69133 15.94660 0.08 1.10 -1.86
C 13.64360 3.40382 16.30561 -0.90 0.91 0.38
O 14.18113 2.35305 15.59440 0.85 -0.31 -0.56
C 13.89996 1.08095 16.10197 -2.24 -0.67 -0.41
N 11.61622 4.44201 17.05516 0.14 -0.31 0.12
H 12.66423 5.48372 14.86333 -1.00 -1.06 -0.76
H 10.93101 4.87547 14.52425 1.17 -0.37 -0.04
H 12.36823 3.99087 13.78261 -0.14 0.47 0.12
H 11.77555 2.69850 15.73822 -0.67 0.05 0.25
H 13.57651 3.19664 17.38550 0.61 -0.06 0.01
H 14.25573 4.30241 16.12712 -0.09 -0.27 0.18
H 12.80727 0.74177 15.83311 1.77 0.61 0.78
H 14.09143 1.03202 17.18198 -0.23 0.01 -0.04
H 14.53094 0.36867 15.60875 0.46 -0.28 -0.31
H 11.38190 3.75426 17.75293 -0.51 0.39 0.49
H 10.83796 5.04978 16.81065 0.07 -0.59 0.07
```
Forces are in eV/Å.

Output
- Frontier orbital gap: 0.3541 Ha
- Charge: -1
- Electronic energy: -1516.2085 Ha
- LUMO energy: 0.1082 hartree
- 2S+1: 1


Molecular formula: C26H69BF4N5O8Pd
Method: DFT, ωB97M-V/def2-TZVPD

```
114
Properties=species:S:1:pos:R:3:forces:R:3
Pd 14.97354 -14.02780 4.67279 -0.94 0.45 0.36
B 12.77604 -10.52998 6.43476 -1.35 -0.37 -0.33
F 11.98486 -9.82323 5.52106 0.09 0.15 -1.05
F 13.88006 -11.17456 5.95168 1.72 -0.69 -1.64
F 13.15391 -9.68129 7.39582 0.73 1.65 2.04
F 11.97027 -11.54467 6.93328 -1.28 -1.20 0.84
C 18.83318 -15.17757 9.12595 0.54 0.03 -1.02
C 17.35047 -15.48849 8.90239 1.52 0.58 1.15
O 16.84606 -14.54699 7.95440 -0.46 -0.91 -0.06
H 19.36217 -15.72710 9.90459 -0.39 -0.09 0.18
H 18.97306 -14.10710 9.27644 -0.15 0.05 0.36
H 19.37142 -15.37380 8.19865 0.11 -0.13 -0.13
H 16.93274 -15.38382 9.90372 -0.85 0.08 -0.15
H 17.23698 -16.53301 8.61222 -0.36 0.27 -0.53
H 16.73500 -13.71507 8.42042 -0.03 0.30 0.07
C 6.15272 -6.98820 9.65768 -0.20 1.33 0.50
O 6.01430 -8.34216 9.34630 0.30 -2.08 0.53
C 7.22163 -9.08766 9.57278 -1.69 -0.10 -1.32
C 7.01703 -10.64459 9.60562 -2.17 -1.76 1.51
N 6.12327 -11.25745 8.62015 3.60 3.30 -2.52
C 6.89887 -11.45723 7.38141 -2.03 -3.22 -0.94
C 5.96465 -12.09373 6.28185 -0.26 0.65 0.18
O 5.03867 -11.16551 5.75083 0.19 0.23 0.66
C 5.59130 -10.08568 5.02584 0.02 0.09 -1.19
H 6.23311 -6.78885 10.72628 0.20 -0.37 0.28
H 5.23746 -6.47200 9.36798 0.11 -0.18 -0.35
H 7.01617 -6.52322 9.18191 0.02 -0.04 -0.27
H 7.66724 -8.88142 10.54592 0.45 0.39 -0.33
H 7.74535 -8.90426 8.63460 1.23 0.05 0.51
H 6.49314 -10.97182 10.50371 0.09 0.75 0.88
H 7.93276 -11.23495 9.63772 0.29 0.57 -0.43
H 5.28949 -10.74434 8.37188 -1.17 -0.06 0.60
H 7.64964 -12.21332 7.61116 0.49 0.44 -0.02
H 7.31300 -10.54838 6.94484 0.17 0.43 0.59
H 5.33169 -12.87023 6.71139 0.18 -0.07 0.20
H 6.55216 -12.57049 5.49722 0.33 0.20 -0.07
H 4.79503 -9.55060 4.50839 -0.26 -0.10 0.43
H 6.21861 -10.43452 4.20554 0.33 -0.28 0.07
H 6.16214 -9.34759 5.58928 0.00 -0.10 0.46
C 10.37100 -15.17019 9.34614 0.45 -0.12 -0.08
O 11.33278 -15.37508 8.37004 1.34 -0.42 -1.17
C 11.24582 -16.57987 7.64180 -0.24 -0.02 -0.34
C 12.16047 -16.46693 6.41028 0.59 -0.57 0.91
N 12.14893 -15.18286 5.66561 -0.48 -1.51 -0.63
C 11.26502 -15.41082 4.48588 0.40 1.18 -0.52
C 11.07752 -14.11335 3.66536 0.63 -1.11 0.67
O 12.37495 -13.60324 3.38575 -0.56 -0.13 -0.63
C 12.36942 -12.61755 2.35671 0.21 0.92 0.80
H 10.30814 -16.06308 9.96814 -0.53 0.00 0.22
H 9.45992 -14.92797 8.79899 -0.63 0.04 0.65
H 10.76862 -14.34743 9.94033 -0.50 0.10 0.08
H 10.22053 -16.87352 7.41676 -0.55 0.62 -0.39
H 11.56568 -17.45049 8.21434 0.47 0.00 0.38
H 11.99694 -17.31951 5.75113 -0.50 0.15 -0.24
H 13.13060 -16.75360 6.81618 0.52 0.84 -0.11
H 11.67061 -14.51588 6.25420 0.30 0.53 0.35
H 10.27331 -15.76893 4.76222 -0.17 -0.12 0.19
H 11.71926 -16.16996 3.84911 0.10 0.01 0.04
H 10.44707 -13.43511 4.24036 0.26 0.56 0.11
H 10.53807 -14.33878 2.74543 0.04 -0.10 -0.22
H 13.38926 -12.23286 2.36402 -0.09 0.03 -0.47
H 11.72232 -11.78321 2.62733 -0.05 0.14 0.31
H 12.02484 -12.90858 1.36441 0.27 -0.77 0.00
C 19.77444 -13.07297 3.88462 1.69 -1.43 0.95
C 18.99028 -11.87335 4.11393 -0.19 0.98 0.88
C 19.71914 -10.56190 3.73661 1.02 -0.66 1.09
O 21.00448 -10.44239 4.34821 0.27 -0.02 1.69
C 20.97716 -10.26576 5.82950 -0.13 -0.56 -1.68
N 17.76685 -12.04501 3.36977 -0.81 1.22 -1.11
H 20.65628 -13.04338 4.52461 0.38 -0.07 -0.36
H 20.05609 -13.18994 2.83816 0.14 -0.04 -0.02
H 19.23655 -13.95448 4.23352 -0.22 -0.10 -0.27
H 18.70577 -11.79294 5.16308 0.05 -0.08 0.16
H 19.14547 -9.69824 4.07289 -0.51 0.14 -0.51
H 19.95041 -10.58998 2.67180 -0.29 0.35 -0.16
H 20.61529 -9.27014 6.08617 -0.22 -0.06 -0.02
H 21.97867 -10.39189 6.24081 0.12 0.11 -0.53
H 20.38076 -11.06451 6.27040 -0.24 0.23 0.12
H 18.05200 -12.35147 2.45060 0.10 -1.05 -0.35
H 17.62767 -11.09285 3.06297 -1.54 0.71 0.28
C 11.29795 -4.56073 9.61623 0.16 0.34 0.41
C 10.89320 -4.56867 8.13288 0.38 -0.12 1.07
C 10.43542 -3.16462 7.71778 0.70 -0.37 -0.29
O 9.33347 -2.79703 8.48224 -1.12 0.34 0.33
C 9.01500 -1.41380 8.41948 -0.39 -0.18 -0.22
N 12.05836 -5.05331 7.41622 0.39 0.11 -0.64
H 11.96814 -3.73569 9.85761 -0.27 0.56 -0.30
H 11.95603 -5.37245 9.92630 -0.47 -0.67 -0.33
H 10.43685 -4.49890 10.28165 0.04 -0.04 -0.02
H 10.08239 -5.28568 8.00412 -0.60 0.17 0.04
H 10.19252 -3.13746 6.65554 -0.08 -0.03 -0.34
H 11.23389 -2.44154 7.88419 0.44 -0.05 -0.01
H 8.88415 -1.01543 7.41336 0.59 -0.26 -0.50
H 9.76201 -0.82151 8.94795 -0.05 0.10 0.10
H 8.00688 -1.25472 8.80221 0.22 -0.26 0.69
H 11.89390 -5.19028 6.42916 -0.22 0.38 -0.33
H 12.23033 -6.00078 7.72092 0.28 -0.11 0.33
C 15.07084 -11.29189 11.69783 0.28 0.61 0.11
C 16.37783 -10.57653 11.26840 -0.11 -0.45 1.05
C 17.61131 -10.93282 12.19212 -0.75 0.11 -0.83
O 18.67915 -10.11332 11.77572 0.61 0.27 0.24
C 19.90669 -10.38213 12.44792 0.05 -0.46 -0.63
N 16.71308 -10.79365 9.84625 0.28 -0.54 1.09
H 15.05083 -12.37340 11.56362 0.48 -0.04 0.01
H 14.19216 -10.92984 11.16402 0.18 0.23 -0.33
H 14.86503 -11.05527 12.74174 0.09 -0.16 0.16
H 16.27252 -9.49359 11.33352 -0.42 0.16 0.77
H 17.83177 -11.99489 12.08471 0.29 -0.31 -0.34
H 17.50032 -10.78403 13.26620 -0.82 0.22 0.12
H 19.96134 -10.21017 13.52289 -0.72 0.33 0.20
H 20.69033 -9.77370 11.99645 -0.17 -0.05 -0.15
H 20.13804 -11.43882 12.31385 0.28 -0.17 -0.12
H 15.99535 -10.29101 9.34395 -0.03 0.03 -0.48
H 17.54775 -10.22508 9.83416 0.44 0.05 -1.03
```
Forces are in eV/Å.

Output
- Frontier orbital gap (spin up / spin down): 0.2648 / 0.1032 Ha
- <S²>: 2.0058
- Charge: +1
- Electronic energy: -2459.4834 Ha
- LUMO energy (spin up / spin down): -0.1200 / -0.2816 hartree
- 2S+1: 3